The following is a DFT calculation (wB97M-V/def2-TZVPD) of a 2-piece molecular cluster, C7H8N4OS overall at a distorted geometry.

Last column: Löwdin charge in e.
Positions of all 21 atoms, in Å:
C: -2.9665 0.1128 -0.1935  -0.0481
S: 3.2686 -2.0456 -0.2432  0.4173
H: -0.2369 -0.0717 1.6736  0.0653
N: 1.0651 1.5604 -0.0530  0.0383
H: 4.0915 -1.5273 -1.1933  -0.2131
H: 1.9971 1.4185 2.7919  0.1278
N: 2.7739 2.7001 -0.5165  -0.0440
C: 1.9916 1.4303 0.9620  -0.4619
H: -3.9715 -0.2331 -0.2675  0.0985
C: -0.8329 0.1854 0.9118  -0.0206
H: -0.7709 1.6865 -2.0339  0.0538
H: -2.8974 0.9873 -2.1312  0.0761
C: -2.4013 0.7366 -1.2834  -0.0604
N: 2.9983 2.1681 0.6806  0.0751
H: -2.4144 -0.7439 1.6670  0.0671
O: 1.7098 0.8314 2.1000  0.1136
C: -1.0990 1.2259 -1.2391  0.0020
C: -0.3297 1.0112 -0.0886  -0.0926
H: 3.4781 -3.4326 -0.2651  -0.1837
N: 1.6401 2.3785 -0.9759  0.0439
C: -2.1262 -0.2141 0.8797  -0.0544

M   196.24 g/mol
HOMO energy   -0.34534 Ha
Maximum force   5.42 eV/Å
Charge   0
SMILES   Oc1nnnn1-c1ccccc1.S

---

The following is a DFT calculation (wB97M-V/def2-TZVPD) of a 10-piece molecular cluster, C25H65N5O20 overall at a distorted geometry.

Last column: Löwdin charge in e.
Positions of all 115 atoms, in Å:
C: 6.5613 5.9516 0.9790  -0.1679
H: -4.3348 -9.8494 -0.6409  0.1262
H: -3.6073 1.5129 6.8941  0.0942
C: -3.0582 1.1083 6.0439  -0.0668
O: -6.0881 -1.1113 -6.3256  -0.2019
N: -0.8558 8.3451 3.6521  -0.4129
C: -7.4561 -1.6802 0.3098  0.0242
H: -0.0456 10.0976 4.5522  0.0949
H: 5.1148 -4.9599 3.6248  0.1042
H: 5.9228 5.8514 0.1013  0.1278
O: -0.3438 4.9935 -3.9652  0.0434
H: -4.1546 -8.4876 1.4944  0.0820
H: 7.4825 -5.6347 4.1368  0.1164
H: 9.9133 4.1719 -0.9286  0.0767
H: -1.4500 10.4850 3.6019  0.0908
O: -4.2361 -10.4446 -3.1695  -0.1805
C: -3.4983 -10.9452 -4.1887  -0.1630
O: 8.4841 5.7835 -0.4978  -0.1906
O: 7.6267 -4.4691 2.3638  -0.1846
H: -9.2685 2.5471 -5.4610  0.0834
C: -0.5713 9.8408 3.6326  0.0364
H: -7.2660 -0.6131 0.1948  0.0980
C: 6.9552 7.4962 2.6919  -0.1287
H: -0.7466 7.5296 -4.5239  0.1037
H: -5.4162 -7.3649 0.8583  0.0798
H: -0.9870 1.4250 7.8254  0.1129
C: -4.3996 -8.9551 -1.2607  -0.2265
C: -1.9359 -0.5294 7.3163  -0.2287
H: -3.5982 1.1553 5.0982  0.0863
C: 5.5849 -5.6997 2.9768  -0.1978
H: -7.6031 -0.7797 -7.5597  0.1253
H: -2.5221 -0.6001 8.2325  0.1208
H: 1.7903 1.5303 5.6675  0.0846
H: -9.2664 1.5586 -3.9586  0.0928
H: -7.5302 -2.2302 -0.6284  0.1025
H: -0.9702 7.8179 -2.6419  0.0960
C: -4.6261 -0.7869 -6.1204  -0.0372
H: -0.7527 -0.1290 1.2850  0.0973
O: 6.4124 1.0530 -7.6174  0.0705
H: 7.6192 -6.4370 2.5620  0.1204
O: 0.7130 -0.3532 -1.0344  0.0260
C: 4.6217 1.0634 -6.2370  0.0250
O: 5.2446 -5.5753 1.5788  -0.2018
C: -7.2549 1.0600 -6.3942  -0.2038
H: -6.3757 1.4939 -5.9181  0.1106
C: 7.1469 -5.6151 3.1000  -0.1661
H: -6.1099 -0.0300 -7.9929  0.1150
N: -1.0786 5.8325 -3.4397  -0.4570
O: -1.9520 8.1072 4.1618  0.0443
H: 5.3305 0.6523 -5.5181  0.1047
H: -2.1215 1.6036 5.7885  0.0772
H: 7.9995 4.2472 0.8666  0.1197
H: -0.1522 -0.0686 8.3742  0.1221
H: 3.4233 -6.5711 1.3104  0.0804
C: -3.7098 -9.2329 -2.5465  -0.1788
C: 1.2820 1.2726 6.5966  -0.0877
H: 0.4977 7.1759 -3.3009  0.0926
H: 3.9584 1.8106 -5.8012  0.1066
N: 0.9265 0.3329 -0.0123  -0.3921
H: -5.4354 -8.6823 -1.4627  0.1283
H: -4.1485 -1.2566 -5.2605  0.0791
O: -2.1199 5.6372 -2.8804  0.0760
C: -6.7734 -0.2064 -7.1463  -0.2178
C: -0.7222 0.3987 7.5712  -0.2248
H: -4.5537 0.2308 -5.7370  0.0674
H: 7.5529 -2.4011 2.5696  0.0827
H: -2.5324 -11.2887 -3.8185  0.0884
C: -0.5741 7.2509 -3.4844  0.0451
O: -3.8231 -7.8541 -0.5388  -0.1966
H: -6.6691 -2.1944 0.8614  0.1008
H: -3.8630 -6.7726 1.1942  0.0784
H: -3.4351 -10.1823 -4.9647  0.0899
H: 3.6279 -5.0922 0.2820  0.0853
O: 2.0608 0.8274 0.2042  0.0305
O: -9.0862 -0.9499 1.7917  0.0605
H: 5.1681 -6.6531 3.3013  0.1163
C: 7.9354 5.3247 0.7154  -0.2266
H: -4.1299 -0.9750 -7.0725  0.0844
C: -4.3681 -7.6614 0.8162  -0.0779
H: -7.8547 2.5310 -4.5396  0.0829
H: -7.7172 1.7890 -7.0598  0.1223
H: 6.1058 -3.1050 2.1120  0.0849
O: 5.0329 2.6916 -7.7705  0.0628
H: -0.0408 1.5559 1.4708  0.0937
H: 6.1248 5.3764 1.7955  0.1126
N: 5.4306 1.6557 -7.2627  -0.4818
O: 0.1215 0.4501 6.4432  -0.2055
H: 8.6983 5.5845 1.4493  0.1095
H: -0.0317 10.0930 2.7197  0.0902
H: 9.7762 5.4497 -2.0643  0.0840
H: -1.5309 -1.5244 7.1318  0.1254
O: -0.1704 7.5575 3.0011  0.0564
C: 3.8382 -5.5655 1.2411  -0.0878
C: -8.6856 1.8842 -4.8215  -0.1328
O: -2.7093 -0.3001 6.1904  -0.1788
O: 6.6553 7.3504 1.3239  -0.1739
H: 6.3204 6.9106 3.3569  0.0816
H: 6.6693 -3.2928 3.8350  0.0872
H: -3.9764 -11.8344 -4.5995  0.0899
H: 1.9700 0.6755 7.1950  0.0856
H: -2.6412 -9.1230 -2.3618  0.1335
H: 8.0007 7.2252 2.8388  0.0812
O: -8.2974 0.7233 -5.4982  -0.1698
C: 9.7524 5.2480 -0.9934  -0.0725
H: 10.5743 5.7013 -0.4393  0.0804
H: 4.1515 0.2094 -6.7244  0.1122
H: -0.9979 1.0760 0.0440  0.0944
H: 1.0040 2.2112 7.0760  0.0834
H: 3.2532 -4.9695 1.9416  0.0767
H: 6.7468 8.5144 3.0203  0.0866
C: 6.9476 -3.2826 2.7812  -0.1163
C: -0.2933 0.7333 0.8018  0.0500
H: -4.0655 -8.4344 -3.1977  0.1268
N: -8.5820 -1.9249 1.2276  -0.4399
O: -8.9589 -3.0939 1.2060  0.0538

M   755.81 g/mol
HOMO energy   -0.35238 Ha
Maximum force   3.59 eV/Å
Charge   0
SMILES   C[N+](=O)[O-].C[N+](=O)[O-].C[N+](=O)[O-].C[N+](=O)[O-].C[N+](=O)[O-].COCCOC.COCCOC.COCCOC.COCCOC.COCCOC

---

The following is a DFT calculation (wB97M-V/def2-TZVPD) of one molecule with the formula C21H19F3N4O3 at a distorted geometry.

Last column: Löwdin charge in e.
Positions of all 50 atoms, in Å:
H: 4.4240 4.7008 1.7254  0.1305
F: 4.3445 -3.9345 0.7676  0.1042
H: -1.2750 0.4743 -3.7923  0.1276
C: 1.5249 1.5394 1.3501  -0.3450
C: 2.7876 -2.9124 3.5900  -0.0409
C: 2.6518 -0.2769 2.3755  -0.2384
C: 4.8303 -3.5333 1.9937  -0.4556
C: -1.9636 0.2730 -1.6681  -0.2135
H: -0.9531 -1.1642 -0.3504  0.1145
H: -3.1897 -1.7587 0.8295  0.1103
H: -5.8877 2.0336 1.2360  0.1559
F: 5.0663 -4.6874 2.7760  0.0770
C: 3.5908 3.8954 1.8961  -0.0332
H: 3.4392 1.3726 1.5236  0.1115
C: 1.3491 2.8754 -0.6923  -0.2105
O: 0.4865 0.8830 1.2429  0.0578
C: -3.1721 0.9408 -1.8986  0.0186
H: 4.1841 2.9887 2.1718  0.0785
H: 4.4758 -1.0048 1.3359  0.1118
H: 2.9826 4.1600 2.7544  0.0911
C: 3.6848 -1.2316 2.0258  0.0600
H: 1.1298 -2.3184 4.6129  0.1026
C: -0.2119 1.8363 -2.4716  -0.2046
N: 2.0949 3.8351 -1.4560  0.1456
H: -6.8719 1.0700 -0.0124  0.1320
H: 2.8508 -3.9314 3.9364  0.1147
H: 0.5305 2.0672 -3.1821  0.0994
O: -5.2446 0.0711 0.7928  0.0372
H: -3.2663 1.5737 -2.7274  0.1118
H: -0.1304 1.3998 -0.3700  0.0847
F: 5.9957 -2.8588 1.9039  0.1266
C: -1.9021 -0.6579 -0.5891  -0.0178
C: -4.1611 -0.0162 -0.0004  -0.2423
N: 2.6359 0.9948 1.9381  0.1312
C: -4.1754 0.9541 -0.9894  -0.1879
C: 3.6904 -2.5403 2.5197  -0.0742
H: -0.1826 -0.3497 -2.7673  0.1061
N: 0.3651 1.8783 -1.1308  0.0566
C: -3.0861 -0.8886 0.1968  0.0290
H: -1.0482 2.5337 -2.4830  0.1089
C: 1.7707 2.7233 0.5226  -0.1476
H: 1.0351 -0.0036 3.5925  0.1128
H: 3.7250 4.9026 -0.8378  0.1189
N: 2.8674 3.5824 0.6876  -0.0836
C: -5.8884 1.2912 0.3818  -0.1566
C: -0.8714 0.4916 -2.7461  -0.1358
C: 1.7726 -0.7303 3.3280  0.0099
C: 1.8427 -2.0382 3.8768  -0.0805
O: -5.2176 1.8096 -0.7073  0.0346
C: 3.0293 4.1438 -0.5529  -0.1439

M   432.40 g/mol
HOMO energy   -0.28337 Ha
Maximum force   6.98 eV/Å
Charge   0
SMILES   Cn1cnc(NCCc2ccc3c(c2)OCO3)c1C(=O)Nc1cccc(C(F)(F)F)c1

---

The following is a DFT calculation (wB97M-V/def2-TZVPD) of C41H44N6OS2Sn as an isolated structure at a distorted geometry.

Last column: Löwdin charge in e.
Positions of all 95 atoms, in Å:
C: 0.7356 3.7769 0.6955  -0.0827
C: 0.0878 4.0062 -4.7966  -0.0549
Sn: 0.1680 -0.8145 0.3478  1.4653
H: 3.4039 -2.1302 3.7335  0.1259
H: 3.0481 3.4237 -2.4038  0.1098
H: 1.8282 1.4132 4.3829  0.0816
H: -3.1921 -2.7336 -0.4927  0.1429
H: 0.2154 0.7658 -4.5830  0.0816
C: -0.9873 0.2416 -6.2665  -0.0565
C: -2.9533 -2.1113 0.3808  -0.2275
C: 0.1700 1.8917 5.4912  -0.0525
H: 1.8052 -1.6011 3.1987  0.0999
H: 2.3075 0.1193 -4.8919  0.1240
H: 3.2934 0.2073 4.1314  0.1022
H: -2.2479 -0.4161 -0.7708  0.0735
H: -3.1543 1.6952 3.0457  0.0966
C: 0.0078 -3.7773 1.9090  -0.1900
H: 2.8569 0.8109 1.1667  0.0971
N: 0.8774 -3.0266 1.2895  -0.0247
C: 2.8752 -1.5422 2.9788  -0.1975
H: 1.4050 -4.5043 3.2962  0.1122
N: 0.8831 -1.6979 -3.7338  0.0734
C: -3.0219 -0.6455 -0.0310  -0.1805
H: -3.3988 -6.2437 2.4432  0.1242
C: 3.3202 -0.0860 3.0811  -0.1694
C: -2.4642 -5.6980 2.4846  -0.0306
C: -1.3670 3.1680 -0.3126  -0.0794
H: 1.8126 3.7123 0.6982  0.1107
C: -0.0890 3.2429 -3.6534  -0.0814
H: 4.3577 0.0055 2.7593  0.1241
C: 0.4102 -4.6988 2.9209  0.0322
C: 0.0623 4.5340 1.6381  -0.0533
C: -2.8757 0.2740 1.1762  -0.2424
C: 0.7551 1.4733 4.3206  0.0057
C: -1.3206 4.6156 1.6006  -0.0574
H: 0.3750 -6.2841 4.2728  0.1256
H: 3.3660 4.7689 -4.4534  0.1158
H: -3.5164 -0.1069 1.9815  0.1302
C: -1.2982 -2.1064 -6.6622  -0.0562
H: 0.8503 2.0466 6.3178  0.1183
C: 2.3995 4.3421 -4.2347  -0.0562
H: -0.7496 4.1857 -5.4528  0.1150
N: 2.5198 -0.0492 -3.9193  0.1513
C: -1.1976 0.9755 2.7415  -0.2225
C: 3.1262 -2.0879 1.5810  -0.2167
H: -1.8446 5.2096 2.3340  0.1162
H: -3.9907 -0.4647 -0.4967  0.1304
H: 1.4661 5.1293 -5.9916  0.1169
C: -2.1952 1.6125 3.5355  -0.0046
O: -0.0935 0.9032 -1.6678  -0.6392
H: -1.0531 2.8169 -3.4227  0.1143
C: 0.2429 1.0390 3.0696  -0.2337
H: 4.1787 -2.3342 1.4506  0.1357
S: 2.5693 -1.5073 -1.7571  0.7134
C: -2.0338 3.9458 0.6194  -0.0633
C: 2.4948 0.8813 2.1984  -0.2422
H: 2.8722 -1.3106 0.8551  0.0034
C: -1.4099 -3.5533 1.5343  -0.1869
C: 0.0898 -1.3635 -4.8502  -0.2338
H: -3.3771 -4.2857 1.2985  0.1073
C: -1.4811 -6.2742 3.2825  -0.0191
C: -2.1935 2.1335 4.8099  -0.0558
C: 0.0109 3.0896 -0.2615  -0.3756
H: -1.1968 1.2725 -6.5097  0.1082
C: 2.2806 -3.3139 1.2527  -0.2383
H: 2.4864 -3.5750 0.2073  0.1002
C: -0.4901 -2.3976 -5.5777  -0.0141
H: -1.7422 -2.9116 -7.2261  0.1152
H: -3.1073 4.0445 0.5751  0.1152
S: 0.9075 1.9762 -1.3499  0.9585
N: -1.5095 0.3860 1.6093  -0.0614
H: -3.2380 1.2697 0.8971  0.1146
N: -1.6437 -2.4546 0.8610  -0.0131
H: 0.6120 5.0632 2.4005  0.1161
H: -1.4064 2.5604 6.7252  0.1096
N: 1.0647 0.6677 2.1138  -0.0775
C: 1.3303 4.5454 -5.0937  -0.0492
H: 3.3723 0.3249 -3.5376  0.1093
H: -1.9057 2.6149 -1.0654  0.1091
H: -0.3062 -3.4216 -5.2908  0.1176
H: -2.1768 -0.5555 -7.8533  0.1132
H: 0.6372 -2.5582 -3.2607  0.1394
C: 0.9890 3.0311 -2.8145  -0.3749
C: 1.9359 -1.0431 -3.2460  -0.8541
C: -0.1701 -0.0399 -5.1872  -0.0350
H: -3.1420 2.5334 5.1475  0.1173
H: 2.6874 1.9070 2.5343  0.1239
C: -2.4387 -4.5109 1.7874  0.0363
C: -1.5412 -0.7863 -7.0135  -0.0606
C: 2.2297 3.5842 -3.0899  -0.0916
C: -0.2124 -5.7600 3.5291  -0.0304
C: -1.1608 2.1944 5.7385  -0.0691
H: -3.7260 -2.2822 1.1420  0.1304
H: 2.5784 -4.1740 1.8572  0.1201
H: -1.7395 -7.1926 3.7911  0.1248

M   819.69 g/mol
HOMO energy (spin up / spin down)   -0.43339 / -0.43736 Ha
Maximum force   2.26 eV/Å
Charge   +2